Record 1
Density functional theory data (ωB97M-V/def2-TZVPD) for C19H17N10O2PbTe as an isolated structure.

Last column: natural (NBO) charge in e.
CARTESIAN COORDINATES (ANGSTROEM)
Pb1 -1.2703 -1.2397 -0.2985  1.16
C1 2.0453 -4.0744 2.0449  -0.26
C2 3.0798 -3.2690 2.5111  -0.14
C3 3.1888 -1.9775 2.0422  -0.24
C4 2.2358 -1.5058 1.1389  0.35
N1 1.2457 -2.2739 0.6837  -0.52
C5 1.1673 -3.5331 1.1299  0.04
N2 2.3970 -0.1944 0.6548  -0.48
C6 1.4203 0.6256 0.5969  0.44
N3 0.0717 0.3855 0.9200  -0.72
C7 -0.5900 1.5361 0.7773  0.54
N4 -1.9031 1.7112 1.0059  -0.67
C8 -2.5377 0.8384 1.9342  0.37
C9 -3.2350 1.4106 2.9879  -0.23
C10 -3.8776 0.5831 3.8896  -0.13
C11 -3.8123 -0.7930 3.7162  -0.25
C12 -3.1068 -1.2800 2.6347  0.06
N5 -2.4882 -0.4826 1.7594  -0.54
C13 0.2969 2.6107 0.2891  -0.14
C14 0.0740 3.9486 0.0285  -0.15
C15 1.1673 4.7016 -0.3818  -0.19
C16 2.4345 4.1292 -0.5008  -0.18
C17 2.6518 2.7853 -0.2122  -0.19
C18 1.5563 2.0408 0.1750  -0.02
H1 1.9311 -5.0967 2.3751  0.24
H2 3.7992 -3.6537 3.2217  0.23
H3 3.9875 -1.3191 2.3520  0.24
H4 0.3547 -4.1295 0.7261  0.20
H5 -3.2608 2.4868 3.0763  0.24
H6 -4.4270 1.0071 4.7196  0.24
H7 -4.3026 -1.4736 4.3967  0.24
H8 -3.0369 -2.3454 2.4494  0.20
H9 -0.9112 4.3836 0.1325  0.24
H10 1.0403 5.7517 -0.6077  0.23
H11 3.2637 4.7494 -0.8143  0.23
H12 3.6360 2.3409 -0.2774  0.24
N6 1.0526 -1.2874 -2.0396  -0.64
N7 1.0379 -1.2391 -3.4315  -0.42
C19 -0.0699 -0.8841 -4.1270  0.63
N8 0.0899 -0.7430 -5.4429  -0.77
N9 -1.1702 -0.7044 -3.4013  -0.46
N10 -2.2688 -0.2123 -4.0304  0.64
O1 -3.1506 0.2305 -3.2809  -0.42
O2 -2.4072 -0.2076 -5.2417  -0.40
H13 1.7482 -0.6476 -1.6662  0.39
H14 1.2748 -2.2218 -1.7186  0.39
H15 1.8917 -1.4202 -3.9349  0.39
H16 1.0029 -0.7853 -5.8600  0.41
H17 -0.7239 -0.5424 -6.0016  0.45
Te1 -2.5926 1.2801 -1.1005  0.15

Atomic forces in eV per Å
-0.04 -0.09 -0.09
0.02 0.01 0.01
-0.02 -0.04 -0.01
0.01 0.06 -0.01
0.02 0.13 -0.04
0.01 0.00 0.02
-0.01 -0.02 0.01
-0.19 0.08 0.05
0.13 -0.18 -0.05
0.08 -0.11 0.09
0.02 0.10 0.01
0.10 0.10 0.11
-0.01 0.01 -0.12
0.02 0.06 0.00
0.00 -0.04 0.01
0.01 0.02 -0.01
-0.02 0.01 0.02
-0.03 -0.06 0.04
-0.01 -0.01 0.02
-0.02 -0.01 -0.01
0.04 -0.01 0.00
-0.03 0.00 0.00
0.02 0.03 0.00
-0.04 -0.06 0.04
0.00 0.00 0.00
0.00 0.00 0.00
-0.01 0.00 0.01
-0.01 0.01 0.01
0.01 0.00 0.00
0.00 0.00 0.00
0.00 0.00 0.00
0.01 0.00 0.00
0.01 0.01 0.00
-0.01 0.00 0.00
0.00 -0.01 0.00
0.00 0.01 0.00
-0.01 0.04 -0.01
-0.09 0.03 -0.09
0.33 0.02 -0.03
-0.07 -0.01 0.11
-0.28 0.06 -0.03
0.04 0.13 0.05
0.14 -0.17 -0.19
-0.06 -0.06 0.10
-0.01 0.01 -0.02
0.02 -0.03 0.02
-0.01 -0.02 -0.03
0.01 0.00 0.00
-0.02 0.00 -0.04
-0.05 0.01 0.04

Results
Net charge = +1
Kohn-Sham gap = 0.2626 hartree
Electronic energy = -51508.095 eV
Energy above the lowest of the compared OMol25 structures with the same formula, charge and spin = 0.0 kJ/mol

---

Record 2
Density functional theory data (ωB97M-V/def2-TZVPD) for one molecule with the formula C19H17N3O2.

Last column: natural (NBO) charge in e.
CARTESIAN COORDINATES (ANGSTROEM)
C1 0.1593 4.0364 -1.7427  -0.64
C2 1.0580 4.5287 -0.6116  -0.06
O1 0.4468 4.4245 0.6587  -0.49
C3 0.3776 3.2245 1.2900  0.32
C4 0.9119 2.0259 0.8247  -0.29
C5 0.7847 0.8662 1.5665  -0.13
C6 0.1273 0.8755 2.7914  -0.21
C7 -0.3867 2.0852 3.2676  -0.12
C8 -0.2751 3.2371 2.5274  -0.27
H1 -0.6773 4.1728 2.8827  0.22
H2 -0.8785 2.0952 4.2285  0.23
C9 -0.0098 -0.3044 3.6670  0.67
O2 -0.1174 -0.2318 4.8771  -0.60
N1 -0.0175 -1.5573 3.0918  -0.43
N2 -0.0561 -1.8033 1.7888  -0.17
C10 -0.1138 -3.0001 1.3623  0.01
C11 -0.1602 -3.3166 -0.0468  -0.09
C12 0.0282 -4.6249 -0.4499  -0.17
C13 0.0168 -4.9898 -1.7992  -0.23
C14 -0.1918 -4.0480 -2.7694  -0.12
C15 -0.4140 -2.7032 -2.4124  -0.13
C16 -0.6536 -1.6941 -3.3694  -0.14
C17 -0.8856 -0.4118 -2.9533  -0.26
C18 -0.8857 -0.1542 -1.5709  0.06
N3 -0.6527 -1.0569 -0.6630  -0.41
C19 -0.4065 -2.3210 -1.0408  0.23
H3 -1.0946 0.8397 -1.1944  0.19
H4 -1.0758 0.3846 -3.6568  0.22
H5 -0.6566 -1.9547 -4.4192  0.21
H6 -0.1941 -4.3184 -3.8158  0.20
H7 0.1780 -6.0234 -2.0680  0.22
H8 0.2018 -5.3870 0.2968  0.21
H9 -0.1153 -3.8570 2.0518  0.15
H10 -0.0934 -2.3316 3.7632  0.37
H11 1.1995 -0.0487 1.1799  0.24
H12 1.4387 1.9773 -0.1156  0.21
H13 1.2478 5.5993 -0.7318  0.19
H14 2.0215 4.0045 -0.6226  0.17
H15 -0.0397 2.9721 -1.6466  0.21
H16 0.6423 4.2196 -2.6988  0.22
H17 -0.7883 4.5687 -1.7170  0.22

Atomic forces in eV per Å
0.13 0.08 0.39
0.09 0.00 -0.45
-0.15 -0.08 0.25
-0.07 -0.14 0.24
0.11 0.34 -0.26
-0.06 0.01 0.23
0.07 0.32 -0.17
0.04 -0.18 -0.06
0.05 0.12 -0.19
-0.05 0.10 0.05
-0.02 0.01 0.08
-0.01 -0.11 0.09
-0.03 0.05 -0.05
0.03 -1.01 0.98
0.02 -0.02 -0.45
0.02 0.04 0.93
0.04 -0.39 -0.66
-0.04 0.50 0.38
-0.04 0.03 -0.46
0.05 -0.25 0.12
0.01 0.17 0.34
-0.04 0.22 0.08
0.05 -0.27 -0.22
-0.01 0.06 -0.05
-0.15 0.42 0.09
0.02 -0.47 -0.59
-0.03 0.16 -0.03
-0.02 0.06 -0.05
0.00 0.00 -0.07
0.00 -0.05 -0.09
0.01 -0.06 -0.04
0.01 -0.04 0.11
-0.02 0.11 0.01
0.03 0.36 -0.19
0.01 0.04 -0.04
0.04 0.03 -0.10
0.05 -0.18 0.01
-0.07 0.09 0.05
-0.02 -0.09 -0.05
0.04 0.00 -0.12
-0.08 0.04 -0.03

Results
Kohn-Sham gap = 0.2913 hartree
Electronic energy = -28543.483 eV
Energy above the lowest of the compared OMol25 structures with the same formula, charge and spin = 252.2 kJ/mol

---

Record 3
Density functional theory data (ωB97M-V/def2-TZVPD) for one molecule with the formula C19H17N3O2S.

Last column: natural (NBO) charge in e.
CARTESIAN COORDINATES (ANGSTROEM)
O1 -0.8187 -1.1667 1.8971  -0.60
C1 -0.5514 -2.0438 1.1007  0.66
N1 0.5763 -2.0579 0.3523  -0.44
C2 1.6037 -1.1066 0.4305  0.22
C3 1.7446 -0.0531 1.3153  -0.24
C4 2.8818 0.7347 1.2094  -0.20
C5 3.8419 0.4878 0.2437  -0.23
C6 3.6890 -0.5682 -0.6457  -0.19
C7 2.5705 -1.3644 -0.5412  -0.07
C8 2.1717 -2.5554 -1.3604  -0.42
H1 1.9472 -2.2571 -2.3866  0.22
H2 2.9608 -3.3069 -1.3960  0.22
C9 0.9172 -3.0757 -0.6399  -0.21
H3 1.1243 -4.0248 -0.1328  0.19
H4 0.0851 -3.2243 -1.3312  0.22
H5 4.4349 -0.7671 -1.4008  0.21
H6 4.7176 1.1161 0.1809  0.21
H7 3.0176 1.5522 1.9011  0.21
H8 0.9957 0.1445 2.0626  0.26
C10 -1.5299 -3.1850 0.8594  -0.60
H9 -1.0556 -4.1559 0.7401  0.24
H10 -2.2629 -3.2029 1.6649  0.27
S1 -2.4363 -2.8482 -0.6985  0.26
C11 -3.1028 -1.3221 -0.2003  0.26
N2 -3.8703 -1.0873 0.8105  -0.27
N3 -4.0705 0.2417 0.8357  -0.29
C12 -3.4265 0.7504 -0.1633  0.48
O2 -2.7843 -0.2008 -0.8793  -0.41
C13 -3.2721 2.1791 -0.5195  -0.49
C14 -1.8099 2.5292 -0.3607  0.06
C15 -1.2799 2.7180 0.9089  -0.22
C16 0.0650 2.9984 1.0669  -0.20
C17 0.8932 3.0820 -0.0399  -0.21
C18 0.3728 2.8773 -1.3051  -0.19
C19 -0.9740 2.6003 -1.4654  -0.24
H11 -1.3767 2.4394 -2.4555  0.21
H12 1.0161 2.9334 -2.1709  0.21
H13 1.9429 3.3025 0.0814  0.22
H14 0.4672 3.1496 2.0573  0.21
H15 -1.9256 2.6385 1.7710  0.22
H16 -3.8982 2.7623 0.1549  0.25
H17 -3.5914 2.3369 -1.5515  0.23

Atomic forces in eV per Å
-0.02 0.10 0.16
-0.29 -0.33 0.12
0.11 0.07 -0.09
0.41 0.28 -0.07
-0.11 0.03 0.18
0.10 -0.09 -0.05
0.14 0.12 0.01
-0.11 -0.04 0.05
-0.10 0.04 0.15
-0.01 0.03 -0.08
-0.01 -0.06 0.00
-0.05 -0.02 -0.03
-0.06 -0.56 -0.18
-0.01 0.05 -0.09
0.13 -0.01 0.09
0.09 -0.02 -0.08
0.08 0.07 0.01
0.01 0.10 0.06
-0.04 0.00 0.00
-0.17 0.32 -0.15
0.01 -0.04 -0.02
0.19 -0.02 -0.02
-0.04 -0.20 0.06
-0.28 -0.36 0.21
0.29 -1.40 -0.34
-0.17 1.57 0.01
-0.48 -0.08 0.31
0.08 0.26 0.00
0.28 -0.19 -0.13
0.01 0.21 -0.09
0.01 0.04 -0.06
-0.02 0.04 0.04
0.04 0.07 -0.04
0.09 0.01 -0.05
-0.07 0.02 0.05
-0.06 -0.01 -0.09
0.06 0.01 -0.07
0.08 0.00 0.01
0.05 0.01 0.11
-0.07 -0.02 0.12
-0.03 -0.07 -0.07
-0.04 0.08 0.05

Results
Kohn-Sham gap = 0.3235 hartree
Electronic energy = -39379.456 eV
Energy above the lowest of the compared OMol25 structures with the same formula, charge and spin = 14.2 kJ/mol